The following is a DFT calculation (ωB97M-V/def2-TZVPD) of a molecular structure, C21H50FN5NbO7 in a non-equilibrium geometry.

```
85
Properties=species:S:1:pos:R:3:mulliken_charge:R:1
C -2.02 -6.66 5.46 -0.645
C -3.24 -5.78 5.62 0.720
O -4.36 -6.00 5.13 -0.666
O -2.97 -4.64 6.31 -0.173
C -3.82 -3.48 6.11 -0.324
C -2.97 -2.28 5.75 -1.073
Nb -1.64 -2.53 3.93 -1.051
C 0.42 -3.05 4.81 0.182
C 0.43 -3.39 6.30 -1.041
F 1.06 -4.19 4.15 -0.100
H -1.11 -6.18 5.87 0.113
H -1.89 -6.89 4.39 0.117
H -2.19 -7.61 6.00 0.402
H -4.54 -3.73 5.33 0.376
H -4.38 -3.35 7.06 0.248
H -3.68 -1.48 5.48 0.470
H -2.42 -1.92 6.64 0.306
H -1.36 -0.72 4.05 0.112
H -0.84 -2.32 2.27 -0.017
H -1.94 -4.34 3.56 0.172
H -3.14 -2.23 2.87 0.009
H 1.12 -2.22 4.63 0.312
H 0.22 -2.47 6.88 0.319
H -0.33 -4.14 6.56 0.140
H 1.42 -3.76 6.60 0.363
C -2.06 1.50 2.05 0.211
O -2.22 1.70 3.24 -0.611
N -1.58 2.46 1.22 0.165
C -1.38 2.22 -0.20 -0.936
C -1.23 3.74 1.78 -0.950
H -2.27 0.54 1.56 0.202
H -0.34 2.33 -0.49 0.314
H -1.97 2.91 -0.81 0.338
H -1.69 1.20 -0.43 0.293
H -0.47 3.65 2.55 0.283
H -2.10 4.22 2.24 0.289
H -0.86 4.38 0.98 0.350
C -2.21 2.57 -4.05 0.066
O -1.27 2.81 -3.33 -0.555
N -2.91 3.50 -4.73 0.206
C -4.00 3.16 -5.60 -0.927
C -2.51 4.90 -4.58 -0.801
H -2.58 1.54 -4.23 0.298
H -3.81 3.47 -6.63 0.333
H -4.94 3.63 -5.28 0.333
H -4.14 2.08 -5.59 0.286
H -1.47 5.05 -4.86 0.167
H -2.62 5.22 -3.54 0.252
H -3.15 5.51 -5.21 0.382
C 0.45 -8.16 2.75 0.082
O 0.00 -8.23 3.88 -0.580
N 0.93 -7.03 2.21 0.253
C 1.45 -6.98 0.87 -0.945
C 0.92 -5.81 3.02 -0.753
H 0.49 -9.02 2.07 0.263
H 2.50 -6.67 0.85 0.303
H 0.88 -6.28 0.25 0.332
H 1.37 -7.97 0.42 0.314
H 1.50 -5.94 3.92 0.198
H -0.09 -5.54 3.32 -0.044
H 1.33 -5.00 2.43 0.333
C 0.96 7.35 -4.48 0.110
O -0.19 6.94 -4.41 -0.520
N 1.98 6.59 -4.92 0.161
C 3.34 7.07 -4.96 -0.853
C 1.68 5.24 -5.38 -0.673
H 1.26 8.36 -4.15 0.190
H 3.74 7.06 -5.97 0.313
H 3.99 6.45 -4.33 0.305
H 3.37 8.09 -4.58 0.277
H 0.99 5.26 -6.22 0.231
H 1.20 4.66 -4.58 0.223
H 2.60 4.75 -5.68 0.207
C 4.68 2.74 -5.82 0.117
O 3.63 2.45 -6.36 -0.601
N 5.08 2.22 -4.65 0.127
C 6.33 2.59 -4.03 -0.951
C 4.21 1.26 -3.99 -0.925
H 5.39 3.47 -6.25 0.292
H 6.99 1.72 -3.90 0.357
H 6.18 3.04 -3.05 0.347
H 6.84 3.31 -4.66 0.293
H 4.04 0.39 -4.62 0.283
H 3.24 1.70 -3.77 0.289
H 4.68 0.95 -3.06 0.387
```

## Properties
HOMO-LUMO gap = 6.369 eV
Charge = -1
DFT total energy = -1787.20007 Ha
E_HOMO = -0.1767 hartree
Energy above the lowest of the compared OMol25 structures with the same formula, charge and spin = 0.000 eV



The following is a DFT calculation (ωB97M-V/def2-TZVPD) of 4 unconnected molecules or ions with the total composition C21H50N.

```
72
Properties=species:S:1:pos:R:3:mulliken_charge:R:1
C 0.16 3.01 0.93 -0.883
C -0.98 2.17 1.55 -0.558
C -2.24 2.24 0.74 -0.044
N -3.00 3.54 0.65 -0.745
H -0.18 3.69 0.12 0.278
H 0.96 2.40 0.49 -0.107
H 0.65 3.64 1.68 0.337
H -1.20 2.57 2.55 0.376
H -2.95 1.51 1.13 -0.503
H -2.04 1.95 -0.30 0.273
H -2.48 4.21 0.10 0.297
H -3.09 3.91 1.58 0.347
C 2.76 -3.80 1.42 -1.521
C 2.90 -2.47 0.68 -0.021
C 2.20 -1.30 1.39 -0.457
C 0.69 -1.44 1.53 -0.791
C -0.06 -1.63 0.21 -0.544
C 0.14 -0.44 -0.73 -0.192
H 1.72 -4.10 1.50 0.310
H 3.30 -4.59 0.90 0.426
H 3.17 -3.72 2.43 0.308
H 2.51 -2.57 -0.34 0.250
H 3.96 -2.23 0.57 0.296
H 2.42 -0.38 0.85 0.037
H 2.65 -1.18 2.38 0.405
H 0.30 -0.54 2.01 0.352
H 0.45 -2.28 2.20 0.304
H -1.12 -1.72 0.44 0.407
H 0.24 -2.56 -0.28 0.288
H -0.17 0.47 -0.22 -0.305
H -0.45 -0.56 -1.64 0.437
H 1.19 -0.33 -1.03 -0.066
C -5.37 1.46 2.90 -1.082
C -5.42 0.19 2.06 -0.577
C -6.03 0.42 0.68 -0.493
C -7.48 0.90 0.68 -0.792
C -8.46 -0.02 1.42 -0.369
C -8.55 -1.42 0.81 -1.195
H -6.37 1.85 3.12 0.379
H -4.87 1.28 3.85 0.381
H -4.81 2.24 2.37 0.149
H -5.97 -0.59 2.59 0.402
H -4.40 -0.18 1.92 0.312
H -5.95 -0.50 0.09 0.359
H -5.42 1.16 0.15 0.297
H -7.82 1.02 -0.35 0.385
H -7.53 1.90 1.13 0.332
H -9.45 0.44 1.41 0.373
H -8.17 -0.10 2.47 0.224
H -8.86 -1.36 -0.23 0.286
H -9.28 -2.03 1.35 0.380
H -7.60 -1.94 0.85 0.283
C 4.44 0.89 -1.50 -1.092
C 4.71 0.16 -2.81 -0.446
C 5.59 -1.08 -2.64 -0.542
C 6.99 -0.80 -2.10 -0.683
C 7.81 0.19 -2.93 -0.435
C 8.08 -0.28 -4.35 -1.200
H 5.36 1.28 -1.05 0.411
H 3.77 1.74 -1.66 0.416
H 3.97 0.23 -0.77 0.051
H 5.15 0.84 -3.54 0.290
H 3.76 -0.16 -3.24 0.370
H 5.67 -1.60 -3.60 0.352
H 5.09 -1.78 -1.96 0.191
H 7.54 -1.74 -2.03 0.413
H 6.92 -0.42 -1.08 0.305
H 8.77 0.36 -2.42 0.380
H 7.31 1.16 -2.95 0.244
H 8.60 -1.24 -4.35 0.289
H 8.70 0.44 -4.90 0.381
H 7.15 -0.41 -4.91 0.281
```

## Properties
HOMO-LUMO gap = 3.863 eV
Charge = -1
DFT total energy = -884.82579 Ha
E_HOMO = -0.0445 hartree



The following is a DFT calculation (ωB97M-V/def2-TZVPD) of 5 unconnected molecules or ions with the total composition C21H51FN2O12S in a non-equilibrium geometry.

```
88
Properties=species:S:1:pos:R:3:mulliken_charge:R:1
C -5.86 0.40 -3.64 -1.214
C -7.41 0.44 -3.45 0.473
O -7.65 0.50 -2.05 -0.550
C -7.88 1.68 -4.20 -0.884
O -9.28 1.98 -4.08 -0.386
N -10.02 0.87 -3.72 0.452
C -10.50 0.08 -4.87 -0.855
C -10.48 -1.40 -4.48 0.022
N -10.60 -2.31 -5.34 -0.674
S -11.22 1.30 -2.65 1.113
O -10.94 2.54 -2.08 -0.583
O -12.51 1.20 -3.22 -0.600
F -11.09 0.23 -1.53 -0.200
H -5.56 0.75 -4.62 0.173
H -5.46 1.12 -2.92 0.294
H -5.48 -0.59 -3.42 0.363
H -7.77 -0.49 -3.88 0.246
H -7.68 1.42 -1.77 0.405
H -7.27 2.54 -3.91 0.452
H -7.68 1.49 -5.26 0.386
H -9.77 0.20 -5.66 0.395
H -11.46 0.40 -5.27 0.442
H -10.35 -1.69 -3.44 0.445
H -10.71 -1.88 -6.26 0.246
C -2.75 2.73 -4.64 -0.910
O -3.06 1.37 -4.87 -0.171
C -2.85 0.99 -6.23 -0.458
C -1.54 0.24 -6.40 -0.617
O -0.43 1.07 -6.14 -0.412
C 0.13 0.88 -4.85 -0.759
H -2.69 2.88 -3.56 0.236
H -1.79 3.01 -5.08 0.399
H -3.54 3.38 -5.04 0.337
H -2.89 1.86 -6.89 0.358
H -3.67 0.32 -6.50 0.358
H -1.46 -0.09 -7.44 0.401
H -1.52 -0.65 -5.76 0.313
H 0.72 -0.05 -4.83 0.404
H -0.64 0.83 -4.08 0.301
H 0.79 1.71 -4.64 0.263
C 3.75 -0.60 -0.33 -0.810
O 3.22 0.29 0.64 -0.226
C 3.10 1.62 0.16 -0.325
C 1.67 1.94 -0.24 -0.760
O 1.26 1.18 -1.36 -0.219
C 0.45 0.07 -1.01 -0.806
H 3.58 -1.62 0.02 0.263
H 3.27 -0.48 -1.30 0.288
H 4.83 -0.44 -0.43 0.318
H 3.79 1.80 -0.67 0.335
H 3.39 2.28 0.99 0.308
H 1.62 3.00 -0.53 0.380
H 0.99 1.79 0.60 0.352
H -0.57 0.41 -0.76 0.314
H 0.86 -0.48 -0.16 0.401
H 0.39 -0.59 -1.87 0.203
C 7.06 0.32 4.47 -0.521
O 6.53 1.23 5.41 -0.317
C 6.40 2.55 4.90 -0.549
C 4.98 2.85 4.50 -0.593
O 4.56 2.06 3.40 -0.243
C 3.76 0.95 3.79 -0.761
H 6.89 -0.69 4.84 0.048
H 6.57 0.41 3.49 0.293
H 8.14 0.47 4.36 0.314
H 7.08 2.70 4.06 0.337
H 6.70 3.23 5.71 0.360
H 4.92 3.90 4.18 0.381
H 4.30 2.72 5.35 0.353
H 2.74 1.29 4.02 0.269
H 4.17 0.42 4.65 0.453
H 3.70 0.27 2.94 0.157
C 8.88 -5.36 7.28 -0.720
O 8.36 -4.43 8.21 -0.372
C 8.23 -3.12 7.68 -0.542
C 6.80 -2.82 7.28 -0.298
O 6.38 -3.63 6.19 -0.350
C 5.58 -4.73 6.59 -0.782
H 8.72 -6.36 7.67 0.248
H 8.40 -5.28 6.30 0.320
H 9.96 -5.21 7.16 0.319
H 8.91 -2.98 6.84 0.327
H 8.52 -2.43 8.48 0.368
H 6.75 -1.78 6.95 0.237
H 6.13 -2.93 8.13 0.341
H 4.57 -4.38 6.83 0.306
H 6.00 -5.24 7.46 0.340
H 5.53 -5.42 5.76 0.259
```

## Properties
HOMO-LUMO gap = 9.708 eV
DFT total energy = -2340.86709 Ha
SMILES string = [H]/N=C\CN(OC[C@@H](C)O)S(=O)(=O)F.COCCOC.COCCOC.COCCOC.COCCOC
E_HOMO = -0.3392 hartree



The following is a DFT calculation (ωB97M-V/def2-TZVPD) of 5 unconnected molecules or ions with the total composition C21H51N7O10P2 in a non-equilibrium geometry.

```
91
Properties=species:S:1:pos:R:3:mulliken_charge:R:1
C 2.62 -5.26 -0.23 -0.652
N 3.19 -3.89 -0.40 0.796
O 2.46 -2.94 -0.14 -0.482
O 4.35 -3.74 -0.88 -0.504
H 3.38 -6.01 -0.05 0.333
H 1.99 -5.62 -1.05 0.302
H 2.13 -5.21 0.75 0.193
C -4.12 3.76 -5.50 -1.528
C -2.68 3.73 -5.03 0.559
C -2.30 2.76 -3.91 -0.130
O -1.31 1.99 -4.51 -0.249
C -0.87 2.48 -5.62 0.680
O 0.09 2.11 -6.31 -0.637
O -1.73 3.39 -6.04 -0.369
H -4.92 3.88 -4.77 0.365
H -4.36 2.80 -5.95 0.385
H -4.39 4.49 -6.26 0.361
H -2.42 4.71 -4.65 0.178
H -3.13 2.30 -3.37 0.334
H -1.81 3.27 -3.08 0.051
C 0.29 -0.64 -1.84 -0.842
C -0.99 -0.41 -1.03 0.678
C -0.79 0.02 0.46 -0.078
O -1.52 1.25 0.48 -0.377
C -2.09 1.49 -0.68 0.655
O -2.83 2.47 -0.83 -0.626
O -1.66 0.68 -1.61 -0.177
H 0.19 -1.02 -2.86 0.397
H 1.16 -1.17 -1.45 0.189
H 0.74 0.35 -1.93 -0.046
H -1.55 -1.35 -1.00 -0.047
H 0.26 0.26 0.60 0.251
H -1.19 -0.64 1.23 0.098
O 1.75 3.46 1.46 -0.930
P 2.49 3.90 0.28 0.402
N 4.16 3.71 0.48 0.234
C 4.68 2.41 0.85 -1.136
C 4.95 4.86 0.86 -1.240
N 2.30 5.52 -0.18 0.141
C 1.82 6.46 0.91 -1.084
C 3.06 6.25 -1.32 -0.838
N 2.14 3.20 -1.22 0.711
C 0.66 3.34 -1.59 -1.544
C 3.06 3.02 -2.37 -1.309
H 4.53 2.31 1.92 0.344
H 5.75 2.44 0.63 0.397
H 4.04 1.65 0.41 0.300
H 5.78 4.56 1.50 0.437
H 4.56 5.86 1.05 0.396
H 5.65 5.13 0.07 0.408
H 2.25 6.39 1.91 0.341
H 2.00 7.47 0.54 0.378
H 0.78 6.22 1.14 0.285
H 3.06 5.54 -2.15 0.154
H 2.56 7.17 -1.61 0.393
H 4.08 6.46 -0.99 0.311
H 0.44 2.57 -2.33 0.371
H -0.09 3.22 -0.81 0.497
H 0.42 4.17 -2.25 0.373
H 2.43 2.83 -3.24 0.406
H 3.47 2.04 -2.12 0.367
H 3.79 3.74 -2.73 0.383
O -3.55 -6.08 3.64 -0.821
P -2.63 -5.08 3.27 -0.073
N -3.06 -4.30 1.80 0.268
C -3.94 -5.02 0.84 -0.882
C -2.59 -2.87 1.51 -0.895
N -1.09 -5.78 2.93 0.376
C -0.65 -6.71 3.99 -1.168
C -0.77 -6.20 1.53 -1.042
N -2.42 -3.88 4.52 0.410
C -1.15 -3.31 4.88 -0.874
C -3.58 -3.63 5.22 -1.054
H -4.91 -5.07 1.33 0.259
H -3.56 -6.04 0.91 0.279
H -3.89 -4.45 -0.09 0.336
H -3.00 -2.55 0.55 0.322
H -1.50 -2.91 1.56 0.331
H -2.89 -2.32 2.40 0.351
H 0.44 -6.70 4.09 0.333
H -1.19 -6.34 4.86 0.374
H -1.01 -7.71 3.76 0.369
H -1.38 -6.98 1.09 0.309
H -0.60 -5.33 0.89 0.221
H 0.24 -6.60 1.53 0.448
H -0.63 -4.07 5.45 0.287
H -0.51 -3.09 4.03 0.249
H -1.31 -2.45 5.52 0.307
H -4.50 -3.80 4.67 0.266
H -3.56 -2.62 5.63 0.353
H -3.58 -4.33 6.06 0.351
```

## Properties
HOMO-LUMO gap = 7.864 eV
DFT total energy = -2649.02178 Ha
SMILES string = CN(C)P(=O)(N(C)C)N(C)C.CN(C)P(=O)(N(C)C)N(C)C.C[C@H]1COC(=O)O1.C[C@H]1COC(=O)O1.C[N+](=O)[O-]
E_HOMO = -0.3081 hartree
Energy above the lowest of the compared OMol25 structures with the same formula, charge and spin = 0.000 eV



The following is a DFT calculation (ωB97M-V/def2-TZVPD) of 8 unconnected molecules or ions with the total composition C21H52N2O10PS7 in a non-equilibrium geometry.

```
93
Properties=species:S:1:pos:R:3:mulliken_charge:R:1
O 7.26 2.28 2.72 -0.401
C 6.34 2.99 2.58 0.202
O 6.10 3.81 1.48 -0.331
C 6.51 5.17 1.70 -0.369
C 5.26 6.18 1.87 -1.000
C 4.02 5.30 2.14 0.886
C 3.63 5.03 3.50 -0.661
C 2.49 4.16 3.58 -0.313
C 1.93 3.72 2.33 0.473
P 0.46 2.53 2.43 0.419
O 0.63 1.36 1.50 -0.643
N 2.28 4.02 1.09 -0.720
N 3.33 4.81 1.11 0.430
H 5.55 2.98 3.39 0.278
H 7.26 5.29 2.51 0.333
H 7.01 5.49 0.76 0.299
H 5.14 6.83 0.99 0.397
H 5.46 6.76 2.80 0.322
H 4.18 5.41 4.37 0.414
H 2.06 3.82 4.53 0.407
H 0.44 1.98 3.75 0.129
H -0.69 3.31 2.14 0.119
H 3.66 5.09 0.18 0.326
C -0.98 -1.60 1.09 -0.743
S -2.05 -1.03 2.42 0.540
O -1.54 -1.64 3.69 -0.688
C -3.50 -1.96 1.91 -0.727
H 0.01 -1.16 1.24 0.279
H -0.91 -2.68 1.11 0.457
H -1.39 -1.27 0.13 0.105
H -3.26 -3.02 1.88 0.220
H -3.82 -1.62 0.93 0.154
H -4.29 -1.78 2.64 0.379
C -5.24 -4.12 -2.13 -0.802
S -3.71 -3.22 -2.46 0.505
O -3.02 -3.02 -1.14 -0.538
C -4.48 -1.66 -2.90 -0.879
H -4.98 -5.12 -1.79 0.050
H -5.80 -3.61 -1.35 0.325
H -5.82 -4.18 -3.04 0.428
H -5.09 -1.30 -2.08 0.306
H -5.09 -1.80 -3.80 0.459
H -3.70 -0.94 -3.11 0.156
C -0.55 1.82 -1.24 -0.461
S -2.22 2.03 -1.87 0.394
O -2.78 0.66 -2.08 -0.534
C -1.76 2.68 -3.48 -1.069
H -0.59 1.38 -0.25 -0.177
H 0.02 1.16 -1.91 0.438
H -0.06 2.80 -1.18 0.345
H -1.12 1.97 -4.00 0.364
H -1.23 3.63 -3.35 0.366
H -2.66 2.85 -4.06 0.342
C -2.59 5.78 -0.60 -0.751
S -1.44 6.35 0.66 0.355
O -0.75 5.14 1.22 -0.520
C -2.69 6.85 1.86 -1.008
H -2.02 5.38 -1.43 0.080
H -3.23 4.99 -0.19 0.324
H -3.20 6.62 -0.94 0.448
H -3.32 6.00 2.11 0.319
H -3.29 7.66 1.43 0.412
H -2.18 7.21 2.75 0.326
C -4.54 -6.84 1.22 -0.866
S -5.66 -7.49 -0.03 0.502
O -6.51 -6.36 -0.50 -0.593
C -6.66 -8.48 1.09 -0.973
H -3.85 -6.16 0.74 0.231
H -5.11 -6.31 1.98 0.303
H -3.99 -7.66 1.67 0.401
H -7.09 -7.84 1.86 0.310
H -6.04 -9.25 1.55 0.372
H -7.46 -8.95 0.52 0.333
C 8.02 -1.88 0.87 -0.871
S 9.15 -1.33 2.17 0.518
O 9.86 -2.53 2.67 -0.613
C 7.88 -0.91 3.37 -0.736
H 8.62 -2.23 0.03 0.311
H 7.40 -2.70 1.24 0.302
H 7.40 -1.04 0.56 0.301
H 7.26 -1.79 3.58 0.366
H 7.25 -0.11 2.98 0.123
H 8.36 -0.58 4.28 0.313
C -0.50 -3.14 -6.53 -0.883
S -1.61 -4.52 -6.89 0.477
O -2.91 -4.22 -6.21 -0.562
C -0.75 -5.73 -5.88 -0.885
H -0.88 -2.26 -7.04 0.310
H -0.46 -2.96 -5.46 0.239
H 0.50 -3.38 -6.91 0.369
H -0.69 -5.39 -4.85 0.250
H 0.26 -5.88 -6.28 0.363
H -1.30 -6.67 -5.93 0.315
```

## Properties
HOMO-LUMO gap = 4.175 eV
Charge = +1
DFT total energy = -4821.38119 Ha
E_HOMO = -0.3476 hartree



The highest HOMO-LUMO gap belongs to which entry? C21H51FN2O12S



Number 5 is which compound? C21H52N2O10PS7



Among the records above, which one has the lowest DFT total energy? C21H52N2O10PS7